Entry 1:
{"formula": "C40H49BN7OOsS4", "method": "ωB97M-V with the def2-TZVPD basis set", "species": ["Os", "C", "C", "C", "C", "N", "N", "B", "N", "N", "C", "C", "C", "C", "C", "S", "C", "C", "C", "C", "N", "N", "C", "C", "C", "C", "C", "S", "C", "C", "C", "C", "C", "S", "C", "C", "C", "C", "H", "H", "H", "H", "H", "H", "H", "H", "H", "H", "H", "H", "H", "H", "H", "H", "H", "H", "H", "H", "H", "H", "H", "H", "H", "H", "H", "H", "H", "H", "H", "H", "H", "H", "H", "H", "H", "H", "H", "O", "S", "C", "C", "C", "C", "C", "C", "C", "C", "C", "C", "C", "C", "H", "H", "H", "H", "H", "H", "H", "H", "H", "H", "N", "C"], "coordinates": [[-0.920478, -0.289767, 1.198286], [-3.146571, 4.356892, 2.197848], [-1.750389, 4.147207, 1.699178], [-0.929312, 5.159722, 1.284842], [0.373120, 4.895999, 0.801113], [0.848620, 3.666447, 0.779716], [0.045867, 2.684017, 1.184580], [0.615659, 1.213562, 1.355485], [1.942178, 1.101336, 0.391834], [2.898660, 0.454368, 1.065653], [4.116243, 0.355641, 0.573291], [4.440420, 0.965694, -0.649374], [3.465919, 1.572153, -1.395737], [3.749765, 2.173511, -2.740492], [2.177307, 1.575936, -0.832322], [0.880124, 2.183882, -1.922791], [5.147975, -0.418626, 1.371342], [4.550417, -0.955435, 2.669581], [5.643024, -1.585421, 0.504156], [6.312114, 0.527734, 1.699798], [1.200358, 1.158565, 2.834680], [1.864692, 2.236631, 3.243341], [2.422341, 2.203237, 4.438656], [2.320450, 1.053692, 5.248937], [1.655819, -0.060687, 4.814537], [1.548205, -1.316818, 5.622552], [1.081012, 0.049572, 3.536613], [0.136600, -1.266972, 2.817301], [3.171037, 3.428685, 4.918263], [4.585098, 3.009195, 5.346733], [3.260355, 4.476104, 3.813040], [2.409634, 4.009225, 6.121852], [-1.193159, 2.859713, 1.598218], [-2.057528, 1.368418, 2.008354], [1.245215, 6.008993, 0.253832], [2.621520, 5.479520, -0.139523], [0.537636, 6.584522, -0.984571], [1.401414, 7.109073, 1.313576], [-3.377620, 5.416484, 2.269164], [-3.282339, 3.906766, 3.181834], [-3.868122, 3.893324, 1.523001], [-1.289842, 6.179468, 1.309774], [5.455845, 0.927211, -1.021012], [4.817972, 2.154058, -2.940353], [3.421512, 3.212871, -2.794536], [3.247552, 1.616366, -3.533314], [3.700946, -1.614100, 2.482957], [4.224009, -0.140160, 3.317058], [5.312566, -1.525006, 3.199431], [4.830539, -2.270138, 0.257357], [6.399098, -2.143968, 1.054667], [6.101915, -1.244530, -0.424239], [5.971416, 1.389175, 2.277533], [6.819076, 0.892107, 0.805979], [7.051285, -0.008224, 2.293841], [2.782949, 1.050818, 6.227365], [1.944308, -1.165149, 6.623219], [2.112223, -2.123057, 5.149097], [0.511985, -1.646033, 5.707224], [5.121228, 2.520941, 4.530747], [4.578219, 2.338487, 6.206010], [5.149426, 3.894840, 5.635587], [3.794691, 4.095128, 2.941351], [3.796661, 5.345873, 4.190432], [2.268827, 4.794034, 3.490363], [2.319872, 3.290434, 6.936694], [1.408041, 4.334125, 5.836156], [2.948733, 4.873743, 6.507638], [2.547367, 4.726693, -0.926659], [3.141051, 5.037386, 0.710328], [3.222360, 6.303378, -0.522462], [0.392577, 5.821362, -1.751451], [1.146519, 7.380238, -1.412026], [-0.434723, 7.012621, -0.739158], [1.883327, 6.730677, 2.215128], [0.448213, 7.557987, 1.591689], [2.024034, 7.906168, 0.909616], [-1.834066, -2.171865, 0.772653], [-2.216026, -2.802141, -0.614264], [-3.947807, -3.064432, -0.520307], [-4.504437, -3.859828, 0.479236], [-5.875989, -4.029655, 0.498225], [-6.667999, -3.426429, -0.475674], [-6.100685, -2.642949, -1.468340], [-4.726343, -2.451115, -1.494756], [-1.555473, -4.440146, -0.529972], [-1.135327, -4.978220, 0.678270], [-0.675023, -6.287357, 0.691669], [-0.641609, -7.027420, -0.481903], [-1.057599, -6.467469, -1.683106], [-1.514027, -5.159623, -1.717764], [-3.878388, -4.342584, 1.215741], [-6.332638, -4.645133, 1.260567], [-7.738231, -3.580187, -0.461236], [-6.723498, -2.188701, -2.225799], [-4.267390, -1.851416, -2.269829], [-1.170454, -4.388387, 1.583379], [-0.347990, -6.732052, 1.621398], [-0.285873, -8.048492, -0.461403], [-1.023955, -7.048402, -2.593957], [-1.840566, -4.716068, -2.649528], [-0.685748, 0.173341, -0.799881], [-0.198325, 0.985908, -1.455061]], "forces_ev_per_angstrom": [[-0.7, -0.2, -0.2], [0.0, 0.0, 0.0], [-0.1, 0.0, 0.1], [0.0, 0.1, 0.0], [0.0, -0.1, 0.0], [-0.1, 0.0, 0.1], [0.3, -0.1, 0.0], [0.0, 0.1, 0.1], [0.0, -0.1, 0.2], [0.0, 0.1, -0.1], [0.0, 0.0, 0.1], [0.1, 0.0, 0.0], [0.0, 0.0, -0.1], [0.0, 0.0, 0.0], [0.0, -0.1, 0.0], [-0.1, -0.1, 0.0], [-0.1, 0.0, 0.0], [0.0, 0.0, 0.0], [0.0, 0.0, 0.0], [0.0, 0.0, 0.0], [0.0, 0.2, -0.3], [0.0, -0.1, 0.1], [0.0, 0.0, -0.1], [0.0, 0.0, 0.1], [0.0, -0.1, 0.1], [0.0, 0.0, -0.1], [0.0, -0.2, 0.0], [0.1, -0.1, 0.2], [0.0, 0.0, 0.0], [0.0, 0.0, 0.0], [0.0, 0.0, 0.0], [0.0, 0.0, 0.0], [-0.2, 0.1, 0.0], [0.1, 0.2, 0.0], [0.0, 0.0, 0.0], [0.0, 0.1, 0.0], [0.0, 0.0, 0.0], [0.0, 0.0, 0.0], [0.0, 0.0, 0.0], [0.0, 0.0, 0.0], [0.0, 0.0, 0.0], [0.0, 0.0, 0.0], [0.0, 0.0, 0.0], [0.0, 0.0, 0.0], [0.0, 0.0, 0.0], [0.0, 0.0, 0.0], [0.0, 0.0, 0.0], [0.0, 0.0, 0.0], [0.0, 0.0, 0.0], [0.0, 0.0, 0.0], [0.0, 0.0, 0.0], [0.0, 0.0, 0.0], [0.0, 0.0, 0.0], [0.0, 0.0, 0.0], [0.0, 0.0, 0.0], [0.0, 0.0, 0.0], [0.0, 0.0, 0.0], [0.0, 0.0, 0.0], [0.0, 0.0, 0.0], [0.0, 0.0, 0.0], [0.0, 0.0, 0.0], [0.0, 0.0, 0.0], [0.0, 0.0, 0.0], [0.0, 0.0, 0.0], [0.0, 0.0, 0.0], [0.0, 0.0, 0.0], [0.0, 0.0, 0.0], [0.0, 0.0, 0.0], [0.0, 0.0, 0.0], [0.0, 0.0, 0.0], [0.0, 0.0, 0.0], [0.0, 0.0, 0.0], [0.0, 0.0, 0.0], [0.0, 0.0, 0.0], [0.0, 0.0, 0.0], [0.0, 0.0, 0.0], [0.0, 0.0, 0.0], [0.4, -0.1, -0.2], [0.1, 0.3, 0.0], [-0.1, -0.1, 0.1], [-0.1, 0.0, -0.1], [0.0, 0.0, 0.0], [0.0, 0.0, 0.0], [0.0, 0.0, 0.0], [0.0, 0.0, 0.0], [0.0, -0.1, 0.2], [0.0, 0.0, -0.1], [0.0, 0.0, 0.0], [0.0, 0.0, 0.0], [0.0, 0.0, 0.0], [0.0, 0.0, 0.1], [0.0, 0.0, 0.0], [0.0, 0.0, 0.0], [0.0, 0.0, 0.0], [0.0, 0.0, 0.0], [0.0, 0.0, 0.0], [0.0, 0.0, 0.0], [0.0, 0.0, 0.0], [0.0, 0.0, 0.0], [0.0, 0.0, 0.0], [0.0, 0.0, 0.0], [0.0, 0.3, 0.0], [0.1, 0.0, 0.0]], "total_charge": 3, "fmax_ev_per_a": 0.724, "orbital_gap_ev": 5.63}

=====

Entry 2:
{"formula": "C40H50Br2N7O2V", "method": "ωB97M-V with the def2-TZVPD basis set", "species": ["V", "C", "C", "C", "C", "C", "C", "C", "H", "H", "H", "H", "H", "H", "H", "H", "C", "N", "C", "C", "N", "C", "C", "C", "C", "C", "C", "C", "C", "C", "N", "C", "N", "C", "C", "N", "C", "C", "C", "N", "C", "C", "H", "H", "H", "H", "H", "H", "H", "H", "H", "H", "H", "H", "H", "H", "H", "H", "H", "H", "H", "H", "H", "H", "H", "H", "H", "H", "H", "H", "H", "H", "Br", "C", "C", "C", "Br", "C", "C", "C", "C", "N", "C", "C", "O", "H", "H", "H", "H", "C", "C", "C", "O", "C", "H", "H", "H", "H", "H", "H", "H", "H"], "coordinates": [[-0.150454, 0.298307, -0.129546], [-2.380812, 4.814920, -1.040680], [-2.620841, 3.544706, -1.802549], [-2.490551, 3.498706, -3.187883], [-2.676030, 2.315366, -3.883276], [-2.998405, 1.146015, -3.207888], [-3.143846, 1.177922, -1.829500], [-2.960467, 2.370798, -1.138634], [-2.971116, 5.638169, -1.442843], [-1.330672, 5.109870, -1.094683], [-2.635567, 4.695278, 0.012426], [-2.245115, 4.404146, -3.729383], [-2.583241, 2.309490, -4.961366], [-3.157971, 0.226672, -3.752682], [-3.439763, 0.287040, -1.288208], [-3.110399, 2.400271, -0.067359], [0.712814, 2.872035, -2.151406], [1.747213, 1.985949, -2.644068], [3.043702, 2.603239, -2.840056], [1.536428, 0.659912, -2.840089], [0.741894, 0.017995, -2.011347], [0.092547, -1.179780, -2.404894], [-0.572255, -1.222781, -3.609180], [-1.194406, -2.393314, -4.067752], [-1.130870, -3.524949, -3.314479], [-0.472777, -3.529984, -2.060805], [-0.366623, -4.754383, -1.357989], [0.298884, -4.817872, -0.173908], [0.825399, -3.646988, 0.393613], [0.722372, -2.426291, -0.232819], [1.085331, -1.255749, 0.469321], [2.194958, -1.215375, 1.189740], [3.329323, -1.878608, 0.833800], [4.221067, -2.458179, 1.817803], [3.637126, -2.149439, -0.549960], [2.276342, -0.442981, 2.294441], [1.134659, -0.178369, 3.147524], [3.494170, 0.263524, 2.646580], [0.111015, -2.337960, -1.539860], [2.217600, 0.099293, -3.883374], [2.550824, -1.307842, -3.990757], [2.406808, 0.831044, -5.124063], [0.537350, 3.665874, -2.885254], [0.999630, 3.310451, -1.194147], [-0.220047, 2.324428, -2.025657], [3.366729, 3.054531, -1.898615], [3.001573, 3.388066, -3.600440], [3.774198, 1.857803, -3.143203], [-0.598515, -0.324224, -4.212414], [-1.704205, -2.395397, -5.021662], [-1.579113, -4.446619, -3.660480], [-0.814678, -5.637816, -1.791571], [0.393122, -5.757476, 0.354172], [1.268523, -3.687195, 1.380227], [3.783724, -2.372047, 2.809630], [5.199939, -1.971128, 1.820623], [4.364104, -3.518585, 1.592017], [3.066377, -1.464499, -1.170538], [3.400996, -3.179538, -0.837350], [4.701532, -1.970819, -0.718349], [0.224816, -0.587102, 2.718509], [1.017940, 0.896787, 3.286948], [1.294279, -0.637403, 4.129540], [4.231780, 0.152632, 1.855612], [3.919987, -0.100331, 3.585452], [3.257243, 1.324168, 2.752019], [2.380440, -1.826371, -3.056458], [3.605186, -1.400208, -4.263526], [1.946834, -1.795248, -4.761613], [2.028591, 1.844819, -5.030540], [1.861304, 0.326001, -5.927475], [3.463282, 0.868697, -5.397955], [1.863252, 4.549102, 1.764998], [0.191946, 3.748008, 2.114127], [-0.724923, 4.417251, 2.944898], [-1.951568, 3.878287, 3.215776], [-3.164474, 4.824742, 4.312529], [-2.318426, 2.618116, 2.664508], [-3.573749, 1.995254, 2.845607], [-3.828886, 0.788968, 2.254333], [-2.818355, 0.180228, 1.492193], [-1.645338, 0.735409, 1.289225], [-1.382918, 1.960010, 1.844810], [-0.094400, 2.522820, 1.533029], [0.709878, 1.875050, 0.742129], [-0.446350, 5.375109, 3.361786], [-4.324423, 2.488902, 3.447080], [-4.782198, 0.292901, 2.364320], [-2.981473, -0.793468, 1.043231], [-1.915313, -3.682600, 4.783153], [-1.858276, -2.425292, 5.650097], [-2.305755, -1.359981, 4.664141], [-1.747139, -1.749942, 3.408523], [-1.490388, -3.158277, 3.412332], [-2.931522, -4.075260, 4.747941], [-1.263133, -4.475649, 5.142049], [-0.837403, -2.229799, 5.983414], [-2.497372, -2.481265, 6.529157], [-1.942629, -0.356536, 4.892526], [-3.399935, -1.324698, 4.590289], [-0.420307, -3.304952, 3.232609], [-2.039684, -3.624562, 2.589753]], "forces_ev_per_angstrom": [[0.2, 0.2, -0.3], [0.0, 0.1, 0.1], [0.0, -0.1, 0.0], [0.0, 0.1, 0.0], [0.0, 0.0, -0.1], [0.0, 0.0, 0.0], [0.0, 0.0, 0.0], [0.0, 0.0, 0.0], [0.0, 0.0, 0.0], [0.0, 0.0, 0.0], [0.0, 0.0, 0.0], [0.0, 0.0, 0.0], [0.0, 0.0, 0.0], [0.0, 0.0, 0.0], [0.0, 0.0, 0.0], [0.0, 0.0, 0.0], [-0.1, 0.0, 0.1], [0.0, -0.1, -0.1], [0.1, 0.0, 0.0], [0.1, 0.1, 0.0], [0.1, -0.3, -0.1], [0.1, -0.1, 0.0], [0.0, 0.0, 0.1], [0.0, 0.0, 0.0], [0.0, 0.0, 0.0], [0.0, -0.1, -0.1], [0.0, 0.0, 0.0], [0.0, 0.0, 0.0], [-0.1, 0.1, -0.1], [0.1, 0.0, 0.0], [0.2, -0.1, -0.1], [0.0, 0.2, 0.0], [-0.1, 0.1, 0.0], [0.0, -0.1, 0.1], [0.0, 0.0, -0.1], [-0.1, -0.2, -0.1], [-0.1, 0.0, 0.0], [0.0, 0.1, 0.0], [0.0, -0.1, -0.1], [-0.1, 0.0, 0.1], [0.0, 0.0, 0.0], [0.0, 0.0, -0.1], [0.0, 0.0, 0.0], [0.0, 0.0, 0.0], [0.0, 0.0, -0.1], [0.0, 0.0, 0.0], [0.0, 0.0, 0.0], [0.0, 0.0, 0.0], [0.0, 0.0, 0.0], [0.0, 0.0, 0.0], [0.0, 0.0, 0.0], [0.0, 0.0, 0.0], [0.0, 0.0, 0.0], [0.0, 0.0, 0.0], [0.0, 0.0, 0.0], [0.0, 0.0, 0.0], [0.0, 0.0, 0.0], [0.0, 0.0, 0.0], [0.0, 0.0, 0.0], [0.0, 0.0, 0.0], [0.0, 0.0, 0.0], [0.0, 0.0, 0.0], [0.0, 0.0, 0.0], [0.0, 0.0, 0.0], [0.0, 0.0, 0.0], [0.0, 0.0, 0.0], [0.0, 0.0, 0.1], [0.0, 0.0, 0.0], [0.0, 0.0, 0.0], [0.0, -0.1, 0.0], [0.0, 0.0, 0.0], [0.0, 0.0, 0.0], [0.0, 0.0, 0.0], [-0.1, -0.1, 0.0], [-0.1, -0.1, 0.0], [0.1, -0.2, -0.1], [0.0, 0.0, 0.0], [0.0, 0.3, 0.1], [0.0, -0.1, 0.0], [0.1, 0.0, 0.0], [-0.1, -0.1, 0.1], [-0.2, 0.3, 0.2], [0.1, 0.0, 0.2], [-0.1, 0.2, 0.1], [-0.1, -0.1, 0.0], [0.0, 0.0, 0.0], [0.0, 0.0, 0.0], [0.0, 0.0, 0.0], [0.0, 0.0, 0.0], [0.0, 0.0, 0.0], [0.0, 0.0, 0.0], [0.0, 0.0, 0.0], [-0.1, 0.0, -0.1], [0.0, 0.0, -0.1], [0.0, 0.0, 0.0], [0.0, 0.0, 0.0], [0.0, 0.0, 0.0], [0.0, 0.0, 0.0], [0.0, 0.0, 0.0], [0.0, 0.0, 0.0], [0.0, 0.0, 0.0], [0.0, 0.0, 0.0]], "multiplicity": 4, "total_charge": 1, "fmax_ev_per_a": 0.397, "orbital_gap_ev": [7.00, 7.47]}

=====

Which formula does entry 2 have?
C40H50Br2N7O2V